No. 1
C21H32F6IrNO3P2 | the ωB97M-V functional and the def2-TZVPD basis

```
66
Properties=species:S:1:pos:R:3:forces:R:3
C -1.041443 3.190841 -2.787216 -2.543 -1.719 1.045
C -1.079437 2.155672 -1.823184 -0.243 0.525 -0.906
N 0.082909 1.772242 -1.178211 -1.864 -1.762 1.013
C 1.249422 2.317145 -1.531063 2.050 0.940 -0.777
C 1.310448 3.345065 -2.478750 -0.364 -0.197 0.188
C 0.159337 3.794689 -3.114685 2.476 1.602 -0.845
C -2.248264 1.411886 -1.553230 -0.262 0.797 0.230
P -2.233131 0.220921 -0.214828 -0.569 0.799 0.033
Ir 0.025014 0.084517 0.162437 0.020 0.934 1.637
P 2.319500 0.225663 -0.033985 0.608 1.479 0.174
C 2.480245 1.914081 -0.767083 -0.083 -0.014 -0.028
C -0.089487 -1.522471 1.468399 -0.149 0.184 -0.942
C -0.538419 -1.260548 2.756711 -0.178 -0.217 0.553
C -0.511298 -2.259243 3.729308 -0.139 0.284 0.163
C -0.111990 -3.552986 3.396382 0.034 0.147 -0.043
C 0.292399 -3.826055 2.088353 0.078 0.060 -0.552
C 0.316230 -2.813310 1.110756 -0.158 -0.187 1.137
O -1.518034 -0.373268 -3.796789 -0.758 0.056 0.332
O 1.090662 -0.792338 -3.574086 -0.593 -0.040 -0.218
H -1.988463 3.465086 -3.262354 0.385 -0.069 0.154
H 2.288841 3.783712 -2.655288 -0.195 0.020 -0.188
H 0.222109 4.605062 -3.838238 -0.090 -0.238 0.175
C -3.240293 0.867551 1.140038 -0.716 0.098 -0.038
C -3.189121 -1.214597 -0.779594 -0.120 -0.080 0.061
H 3.371288 1.984672 -1.404754 -0.108 -0.013 0.193
H 2.596122 2.602560 0.076997 0.193 -0.207 -0.073
H -1.987322 0.169580 -3.118830 0.542 -0.178 -0.434
H -3.176153 1.798204 -1.987923 0.148 -0.270 0.101
C 3.259170 0.261998 1.500926 0.521 -0.135 0.175
C 3.247067 -0.834528 -1.140497 0.147 -0.345 0.029
H -0.868791 -0.250264 3.006230 0.191 -0.461 -0.001
H -0.797563 -1.993837 4.753274 0.047 -0.269 -0.359
H -0.116253 -4.336538 4.158801 0.054 0.226 -0.324
H 0.597186 -4.836370 1.820908 -0.032 0.146 0.060
H 0.641037 -2.979798 0.084833 0.020 -0.316 0.223
H -0.258195 -1.222282 -0.887359 0.266 -0.750 -1.567
H 1.176801 -1.733195 -3.772153 -0.049 0.160 0.003
H 0.119286 -0.592599 -3.710449 1.043 -0.173 0.185
H -1.873663 -0.093595 -4.642703 -0.031 0.088 -0.181
H 0.350803 -0.711204 -1.293299 -0.044 -1.533 -1.178
H -4.276387 1.001847 0.798431 0.142 -0.106 0.174
H -3.208474 0.140095 1.961751 -0.044 0.185 -0.115
H -2.871346 1.834995 1.485033 -0.049 -0.389 -0.198
H -4.241131 -0.921650 -0.908757 0.269 -0.111 -0.001
H -2.799035 -1.604055 -1.727956 -0.016 0.054 0.277
H -3.122595 -1.983448 -0.000805 -0.043 0.039 -0.202
H 4.286579 -0.478246 -1.161386 -0.245 -0.182 -0.090
H 3.210346 -1.841800 -0.711770 0.129 -0.008 -0.255
H 2.796854 -0.820147 -2.140012 0.122 0.005 0.248
H 4.314138 0.491403 1.295882 -0.162 -0.135 0.062
H 2.855137 0.996599 2.202609 0.019 -0.302 -0.379
H 3.173446 -0.738284 1.940521 0.123 0.151 0.069
C -1.103358 2.939822 2.710389 0.186 -0.008 0.106
C 0.344523 2.466115 2.652672 0.940 0.160 0.571
O 0.552068 1.399091 1.828290 0.248 1.355 1.117
C 1.220978 3.693743 2.148022 -0.696 -0.178 -0.830
F 1.057043 4.844084 2.828512 0.047 -0.438 -0.032
F 2.551972 3.441727 2.112064 -0.676 0.110 0.014
F 0.805294 3.951777 0.857376 0.636 -0.039 1.045
C 0.821475 2.109062 4.139874 -0.732 -0.267 -0.217
F 0.662631 3.122446 5.035560 0.141 -0.509 -0.643
F 0.051531 1.070560 4.599406 0.644 0.760 -0.161
F 2.106112 1.711710 4.205479 -0.539 0.173 0.006
H -1.426614 3.163765 1.693384 0.132 0.189 0.072
H -1.184010 3.819271 3.346838 -0.236 0.028 -0.034
H -1.728438 2.132996 3.090685 0.128 0.093 0.190
```
Forces are in eV/Å.

highest occupied orbital energy (alpha / beta)	-4.281 / -8.427	eV
net charge	0
spin multiplicity	5
energy above the lowest of the compared OMol25 structures with the same formula, charge and spin	0.0	kcal/mol
LUMO energy (alpha / beta)	0.3 / -2.3	eV

No. 2
C21H32HfNO2P2 | the ωB97M-V functional and the def2-TZVPD basis

```
59
Properties=species:S:1:pos:R:3:forces:R:3
C 0.913619 -1.249983 -4.210251 -0.291 -0.542 -0.154
C 0.890876 -0.862828 -2.878534 -0.075 -0.012 -0.773
N -0.279282 -0.804992 -2.157693 0.646 -0.402 -0.056
C -1.439395 -1.211809 -2.763047 0.170 0.415 -0.201
C -1.426724 -1.619804 -4.087935 -0.555 0.247 0.111
C -0.256652 -1.627532 -4.827095 -0.014 -0.243 0.423
C 2.280567 -0.477933 -2.413875 -0.161 0.773 0.305
P 2.432921 -0.412723 -0.575143 1.114 0.333 -1.314
Hf -0.043908 -0.609210 0.235430 -0.423 3.841 -0.778
P -2.598318 -0.263112 -0.466966 -1.429 0.952 0.499
C -2.805898 -1.156014 -2.019075 0.682 -0.555 -0.854
O 2.412329 2.758866 -3.302148 -0.629 -0.483 0.173
O -0.614801 2.372004 -2.416532 -4.232 -0.023 0.185
H 1.869087 -1.355967 -4.728260 -0.361 0.263 0.158
H -2.380761 -1.881925 -4.524193 0.081 -0.176 -0.146
H -0.225685 -1.998690 -5.830943 -0.198 0.002 -0.450
C 3.495503 -1.862419 -0.283509 -0.375 0.367 0.418
C 3.592989 0.989087 -0.331073 0.032 0.302 0.692
H -3.558989 -0.640309 -2.662893 0.521 -0.632 0.383
H -3.153330 -2.190741 -1.782864 0.241 0.694 -0.331
H 2.528193 0.523719 -2.847484 -0.279 -0.598 0.431
H 3.040154 -1.158257 -2.860183 -0.634 0.260 0.424
C -3.861150 -0.952241 0.671005 0.193 -0.256 0.033
C -3.351328 1.372319 -0.912503 0.302 0.621 0.026
H -1.676267 2.081949 -2.489665 4.750 1.139 -0.189
H -0.713561 3.278498 -2.024461 0.331 -1.025 -0.488
H 1.518663 2.424524 -3.114327 0.086 0.280 0.287
H 2.369948 2.827547 -4.255544 0.346 0.254 -0.448
H -0.408007 -2.180689 0.613254 -0.387 -3.630 1.103
H 0.561184 0.986913 0.757663 1.749 0.547 0.231
H 4.530625 -1.741542 -0.604941 -0.065 0.186 0.238
H 3.371239 -1.945993 0.797194 0.666 -0.700 0.061
H 3.078423 -2.718309 -0.798492 -0.235 -0.287 0.161
H 4.645573 0.683475 -0.449939 -0.432 -0.056 0.191
H 3.439574 1.825608 -1.026822 -0.360 -0.317 0.157
H 3.400142 1.354294 0.697659 0.388 -0.070 -0.526
H -4.291601 1.277669 -1.478970 0.184 -0.219 0.494
H -3.487111 2.000627 -0.014751 -0.126 -0.434 -0.272
H -2.693572 1.985525 -1.553015 -0.522 -0.475 0.649
H -4.898709 -0.808181 0.295377 0.732 0.010 0.374
H -3.647958 -2.028267 0.775847 -0.160 0.301 -0.052
H -3.681871 -0.508688 1.667595 -0.358 -0.040 -0.479
C 1.084819 -1.274044 5.630229 -0.123 0.296 0.130
C 1.254692 -1.896709 4.368408 -0.186 0.276 -0.996
C 0.790589 -1.273727 3.210844 0.309 -0.147 0.516
C 0.124741 -0.031511 3.289742 -0.416 1.992 0.603
C -0.366232 0.748717 2.167584 -1.597 -1.039 -1.157
C -1.046705 1.965960 2.334258 1.115 -1.312 -0.168
C -1.163308 2.532686 3.604200 0.094 -0.289 0.362
C -0.670342 1.844372 4.697718 -0.516 1.097 -0.034
C -0.030998 0.590506 4.588186 -0.101 -0.106 -0.436
C 0.456151 -0.042375 5.751215 0.459 -1.038 0.009
H 1.467431 -1.784719 6.512708 -0.108 0.144 -0.165
H 1.753770 -2.867461 4.266319 -0.205 0.434 0.259
H 0.932511 -1.761329 2.224777 0.012 -0.044 0.606
H -1.386149 2.513342 1.453080 0.048 -0.100 0.186
H -1.630147 3.513429 3.667360 0.060 -0.201 0.404
H -0.775322 2.308887 5.681866 0.146 -0.278 -0.226
H 0.327762 0.439539 6.733594 0.099 -0.300 -0.589
```
Forces are in eV/Å.

highest occupied orbital energy	-8.968	eV
net charge	+1
LUMO energy	-3.2	eV

No. 3
C21H32N4O3 | the ωB97M-V functional and the def2-TZVPD basis

```
60
Properties=species:S:1:pos:R:3:forces:R:3
C -2.166319 -3.188552 -0.969849 0.164 0.172 -0.099
H -2.404697 -3.206315 0.091615 -0.047 -0.053 0.142
H -1.305349 -3.832348 -1.135262 0.070 -0.144 0.020
H -3.015381 -3.597497 -1.513102 -0.073 -0.079 -0.008
C -1.869404 -1.762760 -1.442202 -0.059 -0.084 0.009
C -3.070583 -0.877069 -1.253892 0.164 0.092 -0.014
C -4.029275 -0.785394 -2.251288 -0.006 -0.001 0.038
C -5.153198 0.001950 -2.079671 -0.039 0.003 -0.032
C -5.329766 0.698198 -0.900424 0.044 -0.018 0.002
C -4.392326 0.627864 0.123475 -0.013 -0.133 0.115
C -3.259458 -0.162273 -0.067986 -0.229 0.165 -0.273
N -2.284122 -0.275607 0.958811 -0.261 -0.530 0.050
C -1.390778 0.677175 1.290894 0.451 -0.325 0.265
O -1.361238 1.805275 0.851741 0.024 0.204 -0.023
C -0.385545 0.200882 2.349352 0.181 0.412 -0.138
O -0.116876 -1.179899 2.305874 0.365 -1.115 -0.117
N 0.458616 -1.500148 1.036567 -0.372 0.956 -0.185
C 1.119821 -2.592189 0.997091 -0.408 -0.239 0.495
N 1.248485 -3.470700 2.022203 -0.057 0.018 0.297
H 0.959001 -3.148169 2.932099 0.033 -0.042 -0.006
H 1.980617 -4.158512 1.987536 -0.009 0.055 -0.029
C 1.799159 -2.915685 -0.297200 0.341 0.115 0.020
H 1.140716 -2.697802 -1.137125 -0.086 -0.056 0.050
C 3.055203 -2.032454 -0.424854 -0.454 -0.180 -0.083
O 4.173568 -2.498261 -0.455747 0.412 -0.262 0.005
N 2.755100 -0.728698 -0.501988 -0.062 0.397 -0.148
H 1.791340 -0.460806 -0.343767 0.080 -0.072 0.033
C 3.745771 0.328232 -0.516814 -0.077 0.108 -0.035
H 4.720839 -0.167885 -0.570443 -0.095 0.089 0.007
C 3.551339 1.223789 -1.741135 0.394 -0.144 0.020
C 4.598630 2.333432 -1.755954 -0.304 0.166 0.020
H 4.444157 2.973409 -2.626636 0.082 -0.024 -0.045
H 5.593290 1.889654 -1.837779 0.078 -0.002 -0.057
C 4.516965 3.163046 -0.478257 0.319 -0.106 -0.017
H 5.282258 3.941374 -0.490916 -0.052 0.079 0.004
H 3.541781 3.651960 -0.425290 -0.049 0.082 0.004
C 4.703445 2.272650 0.746299 -0.298 0.166 0.015
C 3.656473 1.163110 0.762201 0.372 -0.165 -0.048
H 3.803362 0.517607 1.631083 -0.085 -0.036 0.011
H 2.658086 1.604039 0.827770 -0.109 0.007 0.036
H 5.700450 1.827167 0.723912 0.080 -0.005 0.049
H 4.622513 2.868820 1.657340 0.084 -0.028 0.035
H 3.626465 0.621716 -2.648431 -0.086 -0.036 -0.003
H 2.551321 1.662771 -1.705696 -0.106 0.006 -0.026
H 2.099960 -3.962032 -0.324106 0.007 0.089 -0.051
H -0.805585 0.379068 3.343464 0.037 0.020 -0.092
H 0.533813 0.788627 2.240340 -0.177 -0.058 -0.041
H -2.079475 -1.209507 1.289122 0.070 0.168 0.026
C -4.633365 1.397707 1.391103 0.069 0.189 -0.042
H -4.010262 1.004362 2.195729 -0.102 -0.042 0.002
C -4.326154 2.883345 1.196556 0.022 -0.060 0.097
H -4.517820 3.431626 2.116193 -0.036 0.119 0.067
H -3.282174 3.009402 0.923293 0.000 0.072 -0.031
H -4.946004 3.300047 0.406162 -0.083 0.083 -0.063
H -5.680842 1.279693 1.681901 0.054 -0.065 0.038
H -6.213586 1.303178 -0.759371 -0.102 0.081 0.028
H -5.892307 0.068088 -2.864286 -0.068 0.009 -0.067
H -3.887691 -1.333217 -3.171814 0.035 -0.061 -0.103
H -1.606655 -1.788000 -2.501757 0.016 0.045 0.000
H -1.016315 -1.367497 -0.886709 -0.045 -0.001 -0.122
```
Forces are in eV/Å.

SMILES	CCc1cccc(CC)c1NC(=O)CO/N=C(\N)CC(=O)NC1CCCCC1
highest occupied orbital energy	-8.875	eV
net charge	0
energy above the lowest of the compared OMol25 structures with the same formula, charge and spin	43.4	kcal/mol
LUMO energy	0.6	eV

no.,E_tot (Eh)
1,-2485.95675
2,-1755.01405
3,-1264.18326